Entry 1:
Computed, not measured: C15H40FLiO5 as an isolated structure in a non-equilibrium geometry, with the ωB97M-V functional and the def2-TZVPD basis.

XYZ file:
```
62
Properties=species:S:1:pos:R:3
Li 1.0797 0.4766 1.9314
F 0.0223 0.2904 0.2640
C -3.4086 -3.1314 2.2991
C -2.6530 -2.1413 1.3787
C -3.6447 -1.0844 0.8809
O -1.5294 -1.6653 2.0827
H -4.0053 -2.6486 3.0730
H -2.7276 -3.8363 2.7776
H -4.0520 -3.7210 1.6420
H -2.3453 -2.7888 0.5483
H -3.9536 -0.4775 1.7356
H -4.5175 -1.4856 0.3759
H -3.0775 -0.4185 0.2214
H -1.0437 -1.1208 1.4437
C 3.6685 -2.7280 2.1613
C 3.7956 -1.1831 2.1130
C 4.9767 -0.8193 1.2222
O 2.6171 -0.6716 1.4887
H 4.0324 -3.1732 1.2273
H 2.6573 -3.1040 2.2884
H 4.4275 -3.0880 2.8620
H 3.8962 -0.8640 3.1472
H 4.8769 -1.1585 0.1907
H 5.9198 -1.2548 1.5629
H 5.0972 0.2665 1.2133
H 2.4656 -1.0789 0.6179
C 1.6602 2.1795 -3.2763
C 0.3466 2.2822 -2.5192
C -0.6071 3.2881 -3.1161
O -0.2944 1.0212 -2.3908
H 2.4575 1.6305 -2.7832
H 2.0276 3.2051 -3.4484
H 1.5913 1.9466 -4.3467
H 0.6466 2.6855 -1.5437
H -1.5310 3.3757 -2.5408
H -0.9157 2.9402 -4.1062
H -0.1926 4.2960 -3.1396
H -0.0711 0.6932 -1.5017
C -2.9808 4.3944 0.9924
C -2.0049 3.6414 1.8761
C -2.8008 2.5035 2.5715
O -1.0136 3.0166 1.0645
H -2.6283 5.3659 0.6445
H -3.9480 4.4666 1.4920
H -3.1493 3.7974 0.0928
H -1.5532 4.2871 2.6271
H -2.0498 1.8774 3.0635
H -3.3078 1.9163 1.8086
H -3.4524 2.8687 3.3635
H -1.2956 2.1466 0.7476
C -0.1181 -2.5783 -2.6934
C 1.1371 -2.6555 -1.8453
C 2.3045 -1.8621 -2.4333
O 0.8889 -2.2136 -0.5068
H -0.4396 -1.5618 -2.9328
H -0.9698 -3.0942 -2.2449
H 0.0291 -3.0808 -3.6546
H 1.4407 -3.6972 -1.7060
H 3.1178 -1.7788 -1.7118
H 2.0837 -0.8657 -2.8188
H 2.6487 -2.4433 -3.2982
H 0.3689 -1.3854 -0.5347
```

As for the HOMO energy: -0.347 Eh. The calculation puts the LUMO energy at -0.34 eV. Its orbital gap is 9.1 eV. For the energy above the lowest of the compared OMol25 structures with the same formula, charge and spin, the calculation gives 29.45 kcal per mole. The value obtained for the strongest force on any atom is 2.9 eV/A.

Atom charges from the natural (NBO) analysis, given in e for atoms 1 to 2: atom 1 (Li): 0.976, atom 2 (F): -0.943



Entry 2:
Computed, not measured: C24H26MnN3O2SSi as an isolated structure in a non-equilibrium geometry, with the ωB97M-V functional and the def2-TZVPD basis.

XYZ file:
```
58
Properties=species:S:1:pos:R:3
Mn 1.7999 0.1974 0.0816
O 1.8241 -0.2760 -1.6930
C 1.1908 -0.0106 -2.8256
C 1.9786 0.1921 -3.9628
C 1.4140 0.4247 -5.2029
C 0.0323 0.4576 -5.3392
C -0.7549 0.2567 -4.2196
C -0.2075 0.0254 -2.9549
C -1.2132 -0.2252 -1.8855
N -0.1868 0.2572 0.4619
C -0.5365 0.0454 1.8881
C 0.6752 -0.1631 2.7975
N 1.9401 -0.0752 2.0583
C 3.0275 -0.1117 2.7490
C 4.3522 0.0531 2.2526
C 5.4310 -0.0823 3.1511
C 6.7231 0.0956 2.7382
C 6.9618 0.4290 1.3944
C 5.9344 0.5769 0.4981
C 4.5934 0.3911 0.8988
O 3.6493 0.5477 0.0177
H 3.0522 0.1544 -3.8322
H 2.0526 0.5781 -6.0635
H -0.4255 0.6328 -6.3033
H -1.8342 0.2708 -4.3193
H -2.2152 -0.1112 -2.2830
H -1.1826 -0.8317 1.9169
H -1.1303 0.8961 2.2194
H 0.6117 -1.1451 3.2716
H 0.6787 0.5884 3.5883
H 2.9345 -0.2602 3.8273
H 5.2150 -0.3317 4.1840
H 7.5462 -0.0125 3.4300
H 7.9803 0.5743 1.0562
H 6.1160 0.8350 -0.5363
C -3.6917 -2.8792 0.8588
Si -4.0910 -1.0943 0.4323
C -5.1846 -1.0769 -1.0959
C -5.0792 -0.4332 1.8935
C -2.6404 0.0711 0.1489
C -2.9045 1.3954 0.2711
C -2.0355 2.5222 0.0743
C -0.6653 2.5447 0.0181
N 0.2481 1.5801 0.1791
C -1.2859 -0.2866 -0.3916
S -1.0810 -1.9481 -1.0636
H -4.6382 -3.3929 1.0499
H -3.0843 -2.9669 1.7632
H -3.1759 -3.3957 0.0527
H -6.1411 -1.5691 -0.9043
H -4.7019 -1.6016 -1.9244
H -5.3871 -0.0539 -1.4199
H -5.9327 -1.0877 2.0880
H -5.4703 0.5725 1.7330
H -4.4651 -0.4100 2.7968
H -3.9163 1.6752 0.5556
H -2.5152 3.4886 -0.0104
H -0.1895 3.5029 -0.1651
```

As for the HOMO energy (spin up / spin down): -0.263 / -0.266 Eh. The calculation puts the LUMO energy (spin up / spin down) at -0.59 / -0.81 eV. Its spin multiplicity is 5. Its orbital gap (spin up / spin down) is 6.6 / 6.4 eV. For the energy above the lowest of the compared OMol25 structures with the same formula, charge and spin, the calculation gives 63.62 kcal per mole. The value obtained for the strongest force on any atom is 1.3 eV/A. The expectation value of S² is 6.051.

Atom charges from the natural (NBO) analysis, given in e for atoms 1 to 2: atom 1 (Mn): 1.608, atom 2 (O): -0.767



Entry 3:
Computed, not measured: C58H50N8OPbSSb2 as an isolated structure, with the ωB97M-V functional and the def2-TZVPD basis.

XYZ file:
```
121
Properties=species:S:1:pos:R:3
Pb 0.7142 -0.3073 0.4083
C -3.1454 1.6556 2.8639
C -2.7272 2.8657 3.3965
C -1.4069 3.2491 3.2334
C -0.5330 2.4222 2.5334
N -0.9494 1.2783 1.9768
C -2.2221 0.9026 2.1667
C 0.9109 2.7855 2.4096
C 1.6068 3.2275 3.5284
C 2.9466 3.5557 3.3929
C 3.5397 3.4391 2.1460
C 2.7652 2.9977 1.0850
N 1.4768 2.6644 1.2064
H -4.1638 1.3060 2.9783
H -3.4194 3.4993 3.9373
H -1.0474 4.1876 3.6356
H -2.5062 -0.0497 1.7271
H 1.1091 3.3026 4.4870
H 3.5154 3.8988 4.2476
H 4.5823 3.6832 1.9886
H 3.1886 2.9172 0.0868
C -1.1751 -2.7138 3.9589
C -1.5153 -3.9252 3.3653
C -1.1930 -4.1543 2.0410
C -0.5311 -3.1700 1.3134
N -0.2474 -1.9956 1.8879
C -0.5445 -1.7716 3.1773
C -0.0940 -3.3407 -0.1030
C -0.1438 -4.5880 -0.7251
C 0.2460 -4.7280 -2.0487
C 0.7118 -3.6295 -2.7600
C 0.7905 -2.3903 -2.1358
C 0.3850 -2.2485 -0.8206
H -1.4008 -2.5052 4.9961
H -2.0326 -4.6865 3.9375
H -1.4621 -5.0884 1.5693
H -0.2565 -0.8030 3.5758
H -0.4752 -5.4658 -0.1819
H 0.1960 -5.7004 -2.5225
H 1.0268 -3.7419 -3.7920
H 1.2035 -1.5425 -2.6752
C 0.3437 1.5849 -4.0202
C -1.0117 1.1923 -4.6129
C -1.5310 -0.1812 -4.1728
Sb -1.9676 -0.2670 -2.0834
C -2.7969 -2.2198 -1.9150
C -2.9246 -3.0574 -3.0180
C -3.5569 -4.2891 -2.8833
C -4.0677 -4.6834 -1.6542
C -3.9408 -3.8499 -0.5482
C -3.3001 -2.6252 -0.6772
C -3.8824 0.6751 -2.1138
C -4.6759 0.6019 -0.9697
C -5.9408 1.1724 -0.9553
C -6.4195 1.8280 -2.0845
C -5.6350 1.9003 -3.2268
C -4.3685 1.3239 -3.2434
Sb 0.4238 2.0614 -1.9257
C -1.2960 3.3023 -1.6347
C -1.4260 4.2992 -2.6043
C -2.5263 5.1457 -2.5533
C -3.4616 5.0138 -1.5313
C -3.3080 4.0353 -0.5598
C -2.2235 3.1682 -0.6146
C 1.8160 3.6451 -1.9648
C 2.8920 3.6306 -2.8518
C 3.7201 4.7418 -2.9365
C 3.4815 5.8489 -2.1326
C 2.4083 5.8595 -1.2464
C 1.5755 4.7550 -1.1545
H 0.7175 2.4953 -4.4912
H 1.0854 0.7993 -4.1645
H -0.8959 1.1755 -5.7004
H -1.7478 1.9711 -4.4002
H -0.7930 -0.9602 -4.3779
H -2.4528 -0.4422 -4.6922
H -2.5365 -2.7652 -3.9867
H -3.6606 -4.9371 -3.7456
H -4.5707 -5.6381 -1.5594
H -4.3477 -4.1511 0.4117
H -3.1971 -1.9872 0.1974
H -4.3212 0.0855 -0.0831
H -6.5594 1.0977 -0.0683
H -7.4080 2.2707 -2.0766
H -6.0096 2.3998 -4.1126
H -3.7779 1.3888 -4.1499
H -0.6826 4.4301 -3.3854
H -2.6441 5.9148 -3.3066
H -4.3141 5.6822 -1.4937
H -4.0403 3.9324 0.2323
H -2.1116 2.3970 0.1342
H 3.0898 2.7685 -3.4748
H 4.5526 4.7402 -3.6299
H 4.1348 6.7104 -2.1973
H 2.2208 6.7291 -0.6284
H 0.7397 4.7658 -0.4652
N 2.9035 -3.1791 1.7425
C 3.2017 -2.1471 2.5269
S 2.8922 -0.5061 2.0678
N 3.7709 -2.3579 3.7122
C 4.2506 -3.5993 4.2491
C 5.4997 -3.6014 4.8552
C 5.9948 -4.7757 5.3969
C 5.2489 -5.9465 5.3314
C 3.9929 -5.9307 4.7469
C 3.4809 -4.7551 4.2120
H 2.7542 -2.9902 0.7593
H 3.2872 -4.0884 1.9649
H 4.0585 -1.5192 4.1921
H 6.0842 -2.6880 4.8969
H 6.9699 -4.7770 5.8657
H 5.6435 -6.8657 5.7447
H 3.3929 -6.8314 4.7258
H 2.4673 -4.7360 3.8275
O 2.0720 0.4862 -1.8386
N 3.2348 1.0583 -1.6405
C 4.2117 0.2693 -1.3637
C 5.4908 0.8655 -1.0630
N 6.5120 1.3126 -0.7841
C 4.0637 -1.1677 -1.2885
N 3.9287 -2.3072 -1.2298
```

As for the HOMO energy (spin up / spin down): -0.448 / -0.448 Eh. The calculation puts the LUMO energy (spin up / spin down) at -7.09 / -7.09 eV. Its total charge is +2. Its orbital gap (spin up / spin down) is 5.1 / 5.1 eV. For the energy above the lowest of the compared OMol25 structures with the same formula, charge and spin, the calculation gives 58.19 kcal per mole. The value obtained for the strongest force on any atom is 0.6 eV/A.

Atom charges from the Löwdin analysis, given in e for atoms 1 to 2: atom 1 (Pb): 1.087, atom 2 (C): -0.036



Entry 4:
Computed, not measured: an isolated molecule of C7H15O2P in a non-equilibrium geometry, with the ωB97M-V functional and the def2-TZVPD basis.

XYZ file:
```
25
Properties=species:S:1:pos:R:3
C 1.9198 -1.6234 2.2366
C -2.8870 1.3267 -1.6021
C 1.5603 0.6288 0.3362
C 1.2819 -1.7161 0.8772
C -1.3787 1.6157 -1.4707
C 0.4266 -0.3881 0.4920
C -0.4037 -0.4683 -0.7619
O -0.8688 -0.4595 -3.3437
O -1.2041 -1.3720 -0.9295
P -0.1589 0.5380 -2.2905
H 2.6017 -0.8848 2.2327
H 2.3002 -2.5434 2.4262
H 1.1181 -1.5559 2.9559
H -3.1160 0.8984 -2.5237
H -3.5073 2.1394 -1.3471
H -3.1430 0.5021 -1.0215
H 1.3376 1.5906 -0.1129
H 2.3968 0.3184 -0.2856
H 1.9406 1.0442 1.2217
H 0.6761 -2.6132 0.8729
H 2.1205 -1.6608 0.0196
H -1.0221 2.5125 -1.9734
H -1.1995 1.8072 -0.3196
H -0.4664 -0.1069 1.2026
H -1.6023 -0.9182 -2.8953
```

As for the HOMO energy: -0.320 Eh. The calculation puts the LUMO energy at 0.86 eV. Its orbital gap is 9.6 eV. For the energy above the lowest of the compared OMol25 structures with the same formula, charge and spin, the calculation gives 39.32 kcal per mole. The value obtained for the strongest force on any atom is 3.8 eV/A.

Atom charges from the natural (NBO) analysis, given in e for atoms 1 to 2: atom 1 (C): -0.607, atom 2 (C): -0.614



Entry 5:
Computed, not measured: a 2-piece molecular cluster, C25H23F6N3O3 overall in a non-equilibrium geometry, with the ωB97M-V functional and the def2-TZVPD basis.

XYZ file:
```
60
Properties=species:S:1:pos:R:3
C -3.7712 -4.4508 -2.4495
N -3.7048 -3.1202 -3.0334
C -3.9330 -3.0129 -4.4824
C -2.6409 -3.2696 -5.2179
F -2.7045 -3.1761 -6.5775
F -1.7065 -2.3510 -4.7724
F -2.1653 -4.5255 -4.8925
C -3.4833 -2.0239 -2.2543
C -3.9572 -0.7286 -2.5965
C -3.6866 0.3279 -1.7722
C -2.8563 0.2322 -0.6335
C -2.6157 1.4669 0.1044
C -2.2058 1.4247 1.4936
C -2.1065 2.6289 2.2468
C -1.4913 2.6445 3.4938
C -0.7536 1.4977 3.9258
N 0.2005 1.5039 4.9318
C 1.4775 0.7853 4.7405
C -0.1235 1.9089 6.3083
C -0.7094 0.7269 7.0276
F -1.0400 0.9195 8.3360
F -1.8530 0.3294 6.3611
F 0.1745 -0.3278 6.9635
C -1.0107 0.2706 3.2670
C -1.8866 0.2175 2.1997
C -2.2576 -1.0472 -0.3998
C -2.6942 -2.1633 -1.0810
H -4.3018 -4.4312 -1.4703
H -4.3495 -5.1181 -3.1038
H -2.7763 -4.9211 -2.2817
H -4.6478 -3.8021 -4.7463
H -4.2724 -2.0059 -4.7625
H -4.5819 -0.6245 -3.4857
H -4.1380 1.2840 -2.0292
H -2.3924 2.3976 -0.4816
H -2.5169 3.5535 1.8325
H -1.4485 3.5216 4.1331
H 1.9463 1.0673 3.7792
H 2.1995 1.0725 5.5190
H 1.3555 -0.3224 4.7400
H 0.7995 2.2063 6.8255
H -0.8852 2.6951 6.3099
H -0.5518 -0.6245 3.6823
H -2.2609 -0.7564 1.8970
H -1.4072 -1.1852 0.2685
H -2.3372 -3.1594 -0.8054
O -4.3573 2.3994 -0.1115
C -4.8772 3.2267 -0.9293
C -6.1051 3.8688 -0.5656
N -6.1935 4.1012 0.8489
O -5.1440 4.2817 1.5219
O -7.3463 4.2086 1.3322
C -6.9406 4.4765 -1.5163
C -6.4334 4.7049 -2.7996
C -5.1115 4.3396 -3.0857
C -4.3478 3.5911 -2.2017
H -7.9203 4.8159 -1.1908
H -7.0636 5.2130 -3.5467
H -4.6828 4.6577 -4.0301
H -3.3493 3.2447 -2.4558
```

As for the HOMO energy: -0.280 Eh. The calculation puts the LUMO energy at -0.98 eV. Its orbital gap is 6.6 eV. For the energy above the lowest of the compared OMol25 structures with the same formula, charge and spin, the calculation gives 34.48 kcal per mole. The value obtained for the strongest force on any atom is 2.8 eV/A.

Atom charges from the natural (NBO) analysis, given in e for atoms 1 to 2: atom 1 (C): -0.411, atom 2 (N): -0.449



Question: Number 1 is which compound?
Answer: C15H40FLiO5



Question: strongest force on any atom of number 5 (C25H23F6N3O3)?
Answer: 2.8 eV/A



Question: What is the formula in the third record?
Answer: C58H50N8OPbSSb2



Question: strongest force on any atom of number 2 (C24H26MnN3O2SSi)?
Answer: 1.3 eV/A